{
  "formula": "C25H22BrN3O2SSn",
  "method": "wB97M-V/def2-TZVPD",
  "total_charge": 2,
  "lumo_ev": -6.92,
  "total_energy_ha": -4466.5570,
  "orbital_gap_ha": 0.2303,
  "symbols": ["Sn", "N", "C", "C", "C", "C", "C", "C", "S", "N", "C", "C", "C", "C", "C", "C", "N", "H", "H", "H", "H", "H", "H", "H", "H", "H", "C", "C", "C", "C", "C", "C", "H", "H", "H", "H", "H", "H", "H", "H", "H", "Br", "C", "C", "C", "C", "C", "C", "C", "O", "O", "H", "H", "H", "H"],
  "positions_angstrom": [[2.346, 0.891, 0.112], [-2.263, -0.232, -0.420], [-2.932, 1.033, -0.032], [-4.222, 1.314, -0.452], [-4.886, 2.428, 0.029], [-4.271, 3.256, 0.957], [-2.995, 2.961, 1.400], [-2.319, 1.843, 0.921], [-0.716, 1.569, 1.624], [-0.095, 0.387, 0.631], [-0.779, -0.301, -0.159], [0.642, -1.817, -1.709], [0.667, -3.016, -2.405], [1.878, -3.676, -2.557], [3.024, -3.120, -2.013], [2.906, -1.924, -1.322], [1.744, -1.287, -1.170], [-2.737, -0.980, 0.099], [-4.721, 0.657, -1.143], [-5.892, 2.630, -0.313], [-4.790, 4.120, 1.349], [-2.511, 3.589, 2.139], [-0.240, -3.449, -2.799], [1.922, -4.618, -3.089], [3.987, -3.600, -2.117], [3.780, -1.464, -0.872], [-3.808, -0.223, -3.298], [-2.645, -1.181, -3.008], [-3.231, -2.603, -2.834], [-1.682, -1.111, -4.208], [-1.848, -0.871, -1.781], [-0.576, -1.084, -1.364], [-4.118, -0.379, -4.330], [-3.526, 0.825, -3.192], [-4.676, -0.446, -2.681], [-3.870, -2.825, -3.689], [-3.843, -2.671, -1.932], [-2.457, -3.368, -2.780], [-2.185, -1.510, -5.087], [-0.766, -1.675, -4.056], [-1.416, -0.072, -4.406], [6.574, 2.650, 7.381], [5.553, 2.077, 5.908], [4.262, 2.566, 5.742], [3.529, 2.170, 4.643], [4.083, 1.290, 3.710], [5.373, 0.788, 3.903], [6.108, 1.179, 5.002], [3.342, 0.954, 2.506], [3.870, 0.241, 1.573], [2.160, 1.398, 2.283], [3.850, 3.252, 6.468], [2.523, 2.539, 4.492], [5.787, 0.094, 3.185], [7.107, 0.801, 5.164]],
  "nbo_charge": [1.49, -0.45, 0.13, -0.21, -0.17, -0.14, -0.18, -0.26, 0.65, -0.65, 0.45, 0.15, -0.20, -0.12, -0.20, 0.06, -0.51, 0.44, 0.24, 0.25, 0.25, 0.25, 0.24, 0.26, 0.26, 0.22, -0.60, -0.17, -0.59, -0.59, 0.45, -0.14, 0.25, 0.23, 0.21, 0.25, 0.21, 0.21, 0.25, 0.21, 0.23, 0.14, -0.02, -0.25, -0.14, -0.17, -0.14, -0.25, 0.79, -0.78, -0.79, 0.25, 0.23, 0.24, 0.25]
}

{
  "formula": "C39H32N3O3P2RbSe",
  "method": "wB97M-V/def2-TZVPD",
  "total_charge": -2,
  "e_above_lowest_kcal_mol": 0.00,
  "lumo_ev": 3.97,
  "total_energy_ha": -5003.5304,
  "orbital_gap_ha": 0.1865,
  "symbols": ["Rb", "O", "N", "N", "O", "C", "C", "C", "C", "C", "C", "H", "H", "H", "H", "H", "O", "C", "C", "C", "C", "C", "C", "C", "P", "C", "C", "C", "C", "C", "C", "C", "C", "C", "C", "C", "C", "H", "H", "H", "H", "H", "H", "H", "H", "H", "H", "H", "H", "H", "H", "Se", "C", "N", "C", "P", "C", "C", "C", "C", "C", "C", "C", "C", "C", "C", "C", "C", "H", "H", "H", "H", "H", "H", "H", "H", "H", "H", "H", "H", "H"],
  "positions_angstrom": [[-0.800, 0.865, -0.766], [0.663, 4.117, -2.983], [0.461, 2.899, -2.816], [1.355, 2.058, -3.259], [1.079, 0.763, -3.116], [2.572, 2.395, -3.919], [3.231, 1.324, -4.533], [4.442, 1.515, -5.173], [5.033, 2.772, -5.209], [4.386, 3.831, -4.592], [3.164, 3.663, -3.953], [2.759, 0.355, -4.468], [4.932, 0.670, -5.643], [5.985, 2.920, -5.706], [4.837, 4.817, -4.601], [2.677, 4.495, -3.479], [-1.396, 2.574, 1.711], [-0.694, 1.640, 2.112], [-0.233, 1.707, 3.573], [-0.768, 2.502, 4.577], [-0.260, 2.420, 5.865], [0.789, 1.545, 6.139], [1.329, 0.750, 5.135], [0.807, 0.819, 3.845], [1.274, -0.218, 2.389], [2.729, -1.087, 3.185], [4.046, -0.630, 3.220], [5.046, -1.373, 3.836], [4.747, -2.588, 4.438], [3.441, -3.060, 4.410], [2.450, -2.319, 3.781], [2.229, 0.930, 1.313], [2.771, 0.391, 0.147], [3.444, 1.190, -0.766], [3.590, 2.548, -0.523], [3.058, 3.096, 0.637], [2.382, 2.295, 1.547], [-1.574, 3.182, 4.321], [-0.667, 3.037, 6.660], [1.189, 1.479, 7.145], [2.145, 0.076, 5.368], [4.293, 0.318, 2.757], [6.064, -0.999, 3.848], [5.528, -3.167, 4.918], [3.197, -4.012, 4.869], [1.433, -2.697, 3.741], [2.636, -0.665, -0.065], [3.811, 0.759, -1.689], [4.085, 3.180, -1.250], [3.146, 4.160, 0.821], [1.946, 2.740, 2.433], [-5.654, -2.451, -1.537], [-4.281, -1.273, -1.461], [-3.399, -0.516, -1.401], [1.110, -4.837, -0.648], [0.547, -3.090, -0.405], [-0.654, -3.317, 0.955], [-1.827, -2.562, 0.983], [-2.682, -2.619, 2.073], [-2.374, -3.425, 3.161], [-1.209, -4.179, 3.146], [-0.356, -4.125, 2.051], [-0.536, -2.925, -1.871], [-1.691, -3.682, -2.072], [-2.453, -3.509, -3.214], [-2.066, -2.576, -4.171], [-0.922, -1.820, -3.984], [-0.156, -1.998, -2.838], [1.774, -5.142, 0.161], [1.677, -4.871, -1.580], [0.269, -5.531, -0.714], [-2.105, -1.934, 0.144], [-3.590, -2.031, 2.058], [-3.038, -3.464, 4.015], [-0.957, -4.810, 3.990], [0.556, -4.710, 2.065], [-2.025, -4.373, -1.306], [-3.381, -4.053, -3.330], [-2.689, -2.413, -5.042], [-0.630, -1.057, -4.694], [0.711, -1.366, -2.681]],
  "mulliken_charge": [0.79, -0.68, -0.39, 0.79, -0.42, 0.08, -0.25, -0.50, -0.50, -0.43, -0.54, 0.41, 0.36, 0.35, 0.34, 0.48, -0.69, 0.05, -0.15, -0.53, -0.57, -0.54, -0.60, -0.13, 1.28, -0.42, 0.13, -0.69, -0.43, -0.58, -0.28, -0.03, 0.35, -0.52, -0.41, -0.98, -0.20, 0.45, 0.35, 0.39, 0.32, 0.41, 0.38, 0.35, 0.41, 0.37, 0.21, 0.31, 0.36, 0.36, 0.38, -0.43, -0.09, -0.55, -1.62, 0.92, 0.51, 0.03, -0.63, -0.54, -0.35, -0.74, 0.20, -0.04, -0.71, -0.45, -0.48, -0.84, 0.48, 0.45, 0.36, 0.07, 0.48, 0.35, 0.38, 0.15, 0.29, 0.46, 0.34, 0.44, 0.56]
}

{
  "formula": "C8H13BBrN2O",
  "method": "wB97M-V/def2-TZVPD",
  "total_charge": 1,
  "lumo_ev": -5.11,
  "smiles": "CB(O)c1cn[nH+]c(C[C@H](C)Br)c1",
  "total_energy_ha": -3096.0504,
  "orbital_gap_ha": 0.3183,
  "symbols": ["C", "B", "O", "C", "C", "N", "N", "C", "C", "C", "C", "Br", "C", "H", "H", "H", "H", "H", "H", "H", "H", "H", "H", "H", "H", "H"],
  "positions_angstrom": [[-3.949, -1.021, 0.513], [-2.604, -0.873, -0.250], [-2.430, -1.396, -1.497], [-1.366, -0.076, 0.407], [-1.604, 0.983, 1.313], [-0.659, 1.684, 1.883], [0.578, 1.325, 1.584], [0.962, 0.351, 0.763], [2.428, 0.106, 0.603], [2.921, -0.086, -0.838], [2.357, 0.905, -1.856], [2.685, -1.941, -1.400], [-0.055, -0.377, 0.143], [-3.819, -0.942, 1.594], [-4.695, -0.284, 0.206], [-4.349, -2.014, 0.305], [-1.651, -1.946, -1.625], [-2.615, 1.270, 1.573], [1.288, 1.878, 2.053], [2.658, -0.799, 1.170], [3.001, 0.906, 1.079], [4.000, 0.032, -0.805], [2.254, 0.442, -2.833], [3.057, 1.732, -1.976], [1.388, 1.312, -1.569], [0.220, -1.170, -0.538]],
  "nbo_charge": [-1.03, 1.01, -0.87, -0.25, 0.05, -0.13, -0.24, 0.31, -0.49, -0.23, -0.65, 0.02, -0.18, 0.24, 0.28, 0.27, 0.51, 0.24, 0.43, 0.28, 0.24, 0.25, 0.25, 0.24, 0.20, 0.25]
}

{
  "formula": "C27H26N3O7PTi",
  "method": "wB97M-V/def2-TZVPD",
  "total_charge": 0,
  "spin_multiplicity": 3,
  "e_above_lowest_kcal_mol": 5.09,
  "lumo_ev": [0.00, -0.08],
  "total_energy_ha": -2926.4228,
  "orbital_gap_ha": [0.2285, 0.3276],
  "symbols": ["Ti", "O", "C", "O", "C", "P", "C", "C", "C", "C", "C", "C", "C", "C", "C", "C", "C", "C", "H", "H", "H", "H", "H", "H", "H", "H", "H", "H", "H", "H", "O", "C", "C", "C", "C", "C", "C", "C", "C", "N", "H", "H", "H", "H", "H", "H", "H", "H", "H", "H", "H", "O", "C", "O", "C", "C", "N", "N", "C", "C", "O", "O", "H", "H", "H"],
  "positions_angstrom": [[-1.162, -0.421, 0.357], [0.376, -0.192, 3.948], [0.133, -0.767, 2.906], [-1.017, -0.749, 2.288], [1.217, -1.532, 2.142], [1.424, -0.600, 0.569], [2.330, 0.910, 1.043], [2.096, 2.058, 0.288], [2.761, 3.242, 0.569], [3.655, 3.294, 1.627], [3.883, 2.160, 2.398], [3.229, 0.974, 2.106], [2.655, -1.538, -0.393], [2.717, -2.929, -0.336], [3.612, -3.623, -1.137], [4.448, -2.940, -2.007], [4.387, -1.555, -2.076], [3.494, -0.859, -1.277], [0.815, -2.508, 1.865], [2.127, -1.644, 2.727], [1.373, 2.027, -0.521], [2.569, 4.125, -0.028], [4.170, 4.217, 1.859], [4.571, 2.202, 3.232], [3.411, 0.104, 2.722], [2.061, -3.480, 0.325], [3.652, -4.703, -1.080], [5.147, -3.484, -2.629], [5.040, -1.014, -2.749], [3.469, 0.224, -1.323], [-0.962, -0.575, -1.914], [-0.125, 0.244, -2.733], [-0.797, 1.604, -2.958], [-1.908, 1.963, -1.958], [-1.453, 2.517, -0.632], [-1.225, 3.881, -0.503], [-0.881, 4.423, 0.722], [-0.820, 3.567, 1.814], [-1.051, 2.223, 1.630], [-1.311, 1.673, 0.415], [-0.637, -1.488, -1.892], [0.023, -0.261, -3.689], [0.852, 0.355, -2.254], [-1.228, 1.623, -3.960], [-0.035, 2.386, -2.933], [-2.550, 1.096, -1.793], [-2.531, 2.728, -2.425], [-1.340, 4.510, -1.377], [-0.690, 5.482, 0.828], [-0.595, 3.926, 2.808], [-1.009, 1.536, 2.466], [-4.830, -4.856, -0.060], [-5.524, -3.758, 0.181], [-6.727, -3.749, 0.274], [-4.756, -2.485, 0.263], [-5.353, -1.258, 0.442], [-4.372, -0.338, 0.447], [-3.162, -0.896, 0.298], [-3.379, -2.204, 0.188], [-2.177, -3.087, 0.013], [-2.336, -4.305, -0.037], [-1.065, -2.455, -0.079], [-3.857, -4.665, -0.164], [-6.394, -1.006, 0.551], [-4.441, 0.652, 0.610]],
  "nbo_charge": [1.10, -0.63, 0.80, -0.80, -0.81, 0.87, -0.35, -0.14, -0.24, -0.19, -0.21, -0.18, -0.25, -0.23, -0.19, -0.21, -0.20, -0.24, 0.27, 0.24, 0.20, 0.21, 0.21, 0.22, 0.22, 0.23, 0.22, 0.22, 0.21, 0.22, -0.73, -0.06, -0.41, -0.44, 0.21, -0.25, -0.16, -0.23, 0.04, -0.54, 0.53, 0.19, 0.18, 0.22, 0.21, 0.24, 0.23, 0.22, 0.22, 0.23, 0.26, -0.67, 0.78, -0.59, -0.24, 0.04, -0.31, -0.31, 0.04, 0.79, -0.64, -0.77, 0.51, 0.25, 0.42]
}

{
  "formula": "C29H53N7O5S2",
  "method": "wB97M-V/def2-TZVPD",
  "total_charge": 0,
  "spin_multiplicity": 3,
  "lumo_ev": 0.01,
  "total_energy_ha": -2692.5633,
  "orbital_gap_ha": 0.3053,
  "symbols": ["N", "C", "N", "N", "C", "C", "C", "C", "C", "C", "C", "C", "S", "O", "O", "O", "C", "N", "S", "N", "C", "H", "H", "H", "H", "H", "H", "H", "H", "H", "H", "H", "H", "H", "H", "H", "H", "H", "C", "C", "C", "C", "C", "C", "N", "O", "C", "C", "C", "H", "H", "H", "H", "H", "H", "H", "H", "H", "H", "H", "H", "H", "H", "H", "H", "H", "H", "C", "C", "C", "C", "C", "C", "N", "O", "C", "C", "C", "H", "H", "H", "H", "H", "H", "H", "H", "H", "H", "H", "H", "H", "H", "H", "H", "H", "H"],
  "positions_angstrom": [[7.017, -2.508, -3.222], [6.896, -2.459, -1.765], [5.695, -3.199, -1.341], [8.146, -3.015, -1.222], [6.788, -0.989, -1.270], [5.400, -0.503, -0.979], [4.843, -0.506, 0.239], [3.534, -0.021, 0.502], [2.749, 0.481, -0.454], [1.379, 1.010, -0.098], [0.238, 0.631, -1.047], [-0.521, -0.636, -0.664], [0.483, -2.095, -0.767], [1.345, -1.976, -1.907], [1.092, -2.321, 0.503], [-0.564, -3.244, -1.095], [3.290, 0.488, -1.772], [2.683, 0.939, -2.878], [3.692, 0.714, -4.095], [4.945, 0.069, -3.312], [4.584, 0.004, -2.031], [7.693, -3.235, -3.428], [6.133, -2.803, -3.624], [5.782, -3.394, -0.351], [5.653, -4.070, -1.857], [8.036, -4.015, -1.110], [8.362, -2.611, -0.323], [7.193, -0.365, -2.060], [7.400, -0.807, -0.389], [5.407, -0.898, 1.076], [3.168, -0.069, 1.515], [1.454, 2.089, 0.027], [1.129, 0.613, 0.884], [0.539, 0.555, -2.084], [-0.501, 1.428, -1.005], [-1.333, -0.762, -1.378], [-0.987, -0.545, 0.313], [-0.248, -3.646, -1.919], [-5.164, 3.446, -3.569], [-4.125, 2.300, -3.435], [-3.357, 2.121, -4.747], [-4.163, 1.441, -5.852], [-4.777, 0.133, -5.351], [-5.597, 0.317, -4.074], [-4.803, 1.031, -3.033], [-3.950, 0.221, -2.490], [-6.896, 1.076, -4.406], [-6.047, -1.042, -3.549], [-3.150, 2.738, -2.352], [-6.068, 3.229, -3.002], [-4.769, 4.380, -3.171], [-5.446, 3.642, -4.603], [-2.461, 1.520, -4.556], [-3.005, 3.096, -5.088], [-4.941, 2.110, -6.230], [-3.509, 1.232, -6.702], [-5.409, -0.301, -6.128], [-3.971, -0.585, -5.169], [-7.467, 1.280, -3.499], [-7.519, 0.464, -5.058], [-6.737, 2.015, -4.929], [-5.210, -1.714, -3.366], [-6.697, -1.519, -4.281], [-6.608, -0.935, -2.619], [-3.645, 2.852, -1.386], [-2.711, 3.700, -2.617], [-2.325, 2.037, -2.235], [0.828, -1.918, 5.254], [0.014, -0.789, 4.570], [0.950, 0.298, 4.039], [1.540, 1.199, 5.121], [0.438, 1.765, 6.017], [-0.463, 0.677, 6.602], [-0.981, -0.218, 5.527], [-1.938, 0.371, 4.883], [0.320, -0.118, 7.664], [-1.625, 1.318, 7.354], [-0.694, -1.442, 3.389], [0.296, -2.328, 6.111], [0.995, -2.748, 4.569], [1.812, -1.588, 5.588], [0.400, 0.928, 3.331], [1.752, -0.177, 3.469], [2.276, 0.653, 5.718], [2.085, 2.021, 4.653], [0.881, 2.344, 6.829], [-0.167, 2.464, 5.430], [-0.279, -0.944, 8.048], [0.561, 0.535, 8.504], [1.266, -0.518, 7.308], [-2.205, 1.990, 6.724], [-1.241, 1.901, 8.190], [-2.298, 0.558, 7.754], [-1.397, -2.209, 3.719], [0.042, -1.917, 2.742], [-1.236, -0.721, 2.777]],
  "lowdin_spin": [0.00, 0.00, 0.00, 0.00, 0.00, 0.00, 0.00, 0.00, 0.00, 0.00, 0.00, 0.00, 0.00, 0.00, 0.00, 0.00, 0.00, 0.00, 0.00, 0.00, 0.00, 0.00, 0.00, 0.00, 0.00, 0.00, 0.00, 0.00, 0.00, 0.00, 0.00, 0.00, 0.00, 0.00, 0.00, 0.00, 0.00, 0.00, 0.00, 0.03, 0.02, 0.00, 0.02, 0.03, 0.37, 0.54, 0.00, 0.00, 0.00, 0.00, 0.00, 0.00, 0.00, 0.00, 0.00, 0.00, 0.00, 0.00, 0.00, 0.00, 0.00, 0.00, 0.00, 0.00, 0.00, 0.00, 0.00, 0.00, 0.03, 0.02, 0.00, 0.02, 0.03, 0.36, 0.54, 0.00, 0.00, 0.00, 0.00, 0.00, 0.00, 0.00, 0.00, 0.00, 0.00, 0.00, 0.00, 0.00, 0.00, 0.00, 0.00, 0.00, 0.00, 0.00, 0.00, 0.00]
}

Please write out number 1 again, unchanged.
{
  "formula": "C25H22BrN3O2SSn",
  "method": "wB97M-V/def2-TZVPD",
  "total_charge": 2,
  "lumo_ev": -6.92,
  "total_energy_ha": -4466.5570,
  "orbital_gap_ha": 0.2303,
  "symbols": ["Sn", "N", "C", "C", "C", "C", "C", "C", "S", "N", "C", "C", "C", "C", "C", "C", "N", "H", "H", "H", "H", "H", "H", "H", "H", "H", "C", "C", "C", "C", "C", "C", "H", "H", "H", "H", "H", "H", "H", "H", "H", "Br", "C", "C", "C", "C", "C", "C", "C", "O", "O", "H", "H", "H", "H"],
  "positions_angstrom": [[2.346, 0.891, 0.112], [-2.263, -0.232, -0.420], [-2.932, 1.033, -0.032], [-4.222, 1.314, -0.452], [-4.886, 2.428, 0.029], [-4.271, 3.256, 0.957], [-2.995, 2.961, 1.400], [-2.319, 1.843, 0.921], [-0.716, 1.569, 1.624], [-0.095, 0.387, 0.631], [-0.779, -0.301, -0.159], [0.642, -1.817, -1.709], [0.667, -3.016, -2.405], [1.878, -3.676, -2.557], [3.024, -3.120, -2.013], [2.906, -1.924, -1.322], [1.744, -1.287, -1.170], [-2.737, -0.980, 0.099], [-4.721, 0.657, -1.143], [-5.892, 2.630, -0.313], [-4.790, 4.120, 1.349], [-2.511, 3.589, 2.139], [-0.240, -3.449, -2.799], [1.922, -4.618, -3.089], [3.987, -3.600, -2.117], [3.780, -1.464, -0.872], [-3.808, -0.223, -3.298], [-2.645, -1.181, -3.008], [-3.231, -2.603, -2.834], [-1.682, -1.111, -4.208], [-1.848, -0.871, -1.781], [-0.576, -1.084, -1.364], [-4.118, -0.379, -4.330], [-3.526, 0.825, -3.192], [-4.676, -0.446, -2.681], [-3.870, -2.825, -3.689], [-3.843, -2.671, -1.932], [-2.457, -3.368, -2.780], [-2.185, -1.510, -5.087], [-0.766, -1.675, -4.056], [-1.416, -0.072, -4.406], [6.574, 2.650, 7.381], [5.553, 2.077, 5.908], [4.262, 2.566, 5.742], [3.529, 2.170, 4.643], [4.083, 1.290, 3.710], [5.373, 0.788, 3.903], [6.108, 1.179, 5.002], [3.342, 0.954, 2.506], [3.870, 0.241, 1.573], [2.160, 1.398, 2.283], [3.850, 3.252, 6.468], [2.523, 2.539, 4.492], [5.787, 0.094, 3.185], [7.107, 0.801, 5.164]],
  "nbo_charge": [1.49, -0.45, 0.13, -0.21, -0.17, -0.14, -0.18, -0.26, 0.65, -0.65, 0.45, 0.15, -0.20, -0.12, -0.20, 0.06, -0.51, 0.44, 0.24, 0.25, 0.25, 0.25, 0.24, 0.26, 0.26, 0.22, -0.60, -0.17, -0.59, -0.59, 0.45, -0.14, 0.25, 0.23, 0.21, 0.25, 0.21, 0.21, 0.25, 0.21, 0.23, 0.14, -0.02, -0.25, -0.14, -0.17, -0.14, -0.25, 0.79, -0.78, -0.79, 0.25, 0.23, 0.24, 0.25]
}